Entry from the Open Molecules 2025 dataset: one molecule with the formula C23H30N2O5 (the ωB97M-V functional and the def2-TZVPD basis).

2S+1   1
E_tot   -1380.1566 Ha
ΔE to the lowest compared entry with this formula, charge and spin   21.5 kcal per mole
SMILES   COc1cc(C(=O)NCCC(=O)N[C@@H](C)CCc2ccccc2)cc(OC)c1OC

Last column: Mulliken charge in e.
Atoms and positions in Å:
C  -0.46880  -3.12502  -0.63483  -0.75
O  -1.69624  -2.63745  -0.15406  -0.53
C  -2.01615  -1.31916  -0.35864  1.11
C  -1.14347  -0.41265  -0.95437  -0.64
C  -1.51116  0.91658  -1.12168  -0.61
C  -0.63984  1.96293  -1.72367  -0.03
O  -1.09284  3.00287  -2.16724  -0.68
N  0.69805  1.71257  -1.71591  0.15
C  1.63661  2.76588  -2.03274  -0.82
C  1.76404  3.80407  -0.90033  -0.80
C  2.24477  3.13375  0.37549  0.52
O  3.39819  3.16577  0.75108  -0.64
N  1.27253  2.45301  1.02527  -0.01
C  1.51375  1.56178  2.14241  -0.19
C  0.38967  1.71326  3.16071  -1.70
C  1.62164  0.11087  1.64465  0.03
C  2.91291  -0.12022  0.84755  -0.98
C  2.90844  -1.43656  0.12477  -0.16
C  3.02965  -2.62946  0.82950  -0.12
C  3.02213  -3.84519  0.17001  -0.76
C  2.89210  -3.88842  -1.20834  -0.47
C  2.77257  -2.70849  -1.92120  -0.82
C  2.77965  -1.49322  -1.25770  0.29
C  -2.76615  1.34462  -0.69813  -0.88
C  -3.64787  0.45919  -0.10852  0.62
O  -4.89279  0.78038  0.33016  -0.44
C  -5.34842  2.09678  0.12865  -0.92
C  -3.28286  -0.89266  0.07235  0.89
O  -4.23732  -1.63972  0.68620  -0.50
C  -4.23464  -3.04715  0.60453  -0.78
H  -0.46912  -4.18857  -0.40173  0.36
H  0.38047  -2.65182  -0.13414  0.14
H  -0.37376  -2.99572  -1.71720  0.41
H  -0.19058  -0.76252  -1.31778  0.79
H  1.04487  0.92622  -1.19097  -0.20
H  1.27131  3.27317  -2.92900  0.43
H  2.60917  2.31615  -2.24159  0.43
H  2.49152  4.55949  -1.19465  0.41
H  0.79326  4.27675  -0.74852  0.38
H  0.33077  2.47404  0.66561  0.20
H  2.47034  1.86745  2.57919  0.48
H  0.59446  1.11260  4.04238  0.43
H  0.29449  2.75256  3.46512  0.44
H  -0.55562  1.38567  2.73012  0.33
H  1.59714  -0.56351  2.50173  0.76
H  0.74593  -0.11282  1.02661  -0.31
H  3.05060  0.68896  0.12947  0.25
H  3.75828  -0.08369  1.53797  0.55
H  3.14217  -2.60118  1.90366  0.41
H  3.12431  -4.76191  0.73179  0.39
H  2.89230  -4.83658  -1.72452  0.40
H  2.68010  -2.73184  -2.99720  0.43
H  2.70580  -0.57693  -1.82836  0.34
H  -3.02149  2.37848  -0.86264  0.58
H  -6.36598  2.11526  0.51528  0.23
H  -5.35788  2.36187  -0.93314  0.37
H  -4.73989  2.82287  0.67733  0.36
H  -5.20220  -3.35278  1.00276  0.30
H  -4.14214  -3.39127  -0.42797  0.31
H  -3.43675  -3.48936  1.20446  0.22

---

Entry from the Open Molecules 2025 dataset: a 2-piece molecular cluster, C7H15NO2 overall at a distorted geometry (the ωB97M-V functional and the def2-TZVPD basis).

2S+1   1
E_tot   -480.6349 Ha
ΔE to the lowest compared entry with this formula, charge and spin   220.0 kcal per mole

Last column: Mulliken charge in e.
Atoms and positions in Å:
C  -0.97020  -0.18792  0.18608  -0.05
C  -3.22564  -1.83579  -0.67058  -0.91
C  1.64206  0.62397  1.29129  -1.84
C  2.72349  -1.09328  -0.13931  -1.54
C  1.55168  0.89866  -1.24796  -1.65
C  -2.44023  1.52015  0.65122  -0.72
C  1.53274  -0.06002  -0.02701  1.27
N  0.09832  -0.83885  -0.06932  0.63
O  0.07334  -2.14128  -0.10691  -0.69
O  -1.16796  1.14547  0.14484  -0.18
H  -3.58992  -2.30131  0.27376  0.30
H  -2.22391  -2.01023  -1.10482  0.31
H  -3.82012  -1.13669  -1.09286  0.40
H  1.33006  1.71227  1.20078  0.37
H  1.14470  0.17954  2.16050  0.32
H  2.60987  0.75487  1.47958  0.67
H  2.77938  -1.36924  0.90283  0.42
H  3.38820  -0.43194  -0.62315  0.44
H  2.35459  -1.89971  -0.78519  0.36
H  2.36005  1.60851  -1.17724  0.41
H  1.77520  0.46903  -2.20215  0.42
H  0.60906  1.36710  -1.37423  0.39
H  -3.09156  0.72431  0.98166  0.38
H  -3.17615  2.10683  -0.12544  0.22
H  -2.26705  2.19554  1.47363  0.29

---

- Which value of ΔE to the lowest compared entry with this formula, charge and spin does entry 2 give?
  220.0 kcal per mole